ORCA calculation (ωB97M-V/def2-TZVPD) on C19H42NO2P3RhS as an isolated structure in a non-equilibrium geometry.

Calculated values
* HOMO level (alpha / beta): -16.12 / -16.64 eV
* gap between HOMO and LUMO (alpha / beta): 0.3104 / 0.1875 Ha
* M: 544.45 g/mol
* spin multiplicity: 5
* DFT total energy: -2486.147360 hartree
* total charge: +3
* <S²>: 6.029

Element x y z (Å)
Rh: -0.3014 0.2617 -2.2414
P: 2.1088 0.7092 -0.0318
P: -1.7701 1.0916 -0.7133
P: 0.7662 1.4081 -3.6849
H: -0.8055 -1.6318 0.4916
C: -0.6302 -2.0450 -0.4975
C: 0.5073 -2.6432 -0.8823
H: 1.4365 -2.5909 -0.3200
C: 1.5523 -0.2424 1.3835
C: 1.7353 2.4494 0.2348
C: 3.8726 0.5569 -0.2969
C: -3.4199 0.2821 -0.7332
C: -1.6757 1.4733 1.0616
C: -2.0661 2.7150 -1.5073
C: 2.0567 0.4939 -4.5449
C: 1.6540 2.8891 -3.1257
C: -0.4120 2.0154 -4.9081
H: -1.5252 -2.0599 -1.1395
H: 0.5013 -3.1284 -1.8580
H: 1.6587 -1.3260 1.2540
H: 0.5126 -0.0349 1.6624
H: 2.2148 0.1019 2.1874
H: 0.7004 2.6513 0.5237
H: 1.9848 3.0602 -0.6383
H: 2.4042 2.7199 1.0570
H: 4.1222 -0.5034 -0.3733
H: 4.3855 0.9982 0.5603
H: 4.1836 1.0783 -1.2092
H: -4.1731 1.0608 -0.5589
H: -3.4421 -0.4575 0.0775
H: -3.6233 -0.2080 -1.6912
H: -2.4072 2.2742 1.2784
H: -0.6887 1.8080 1.4020
H: -1.9539 0.5593 1.6312
H: -2.9225 3.1686 -0.9939
H: -2.2875 2.5576 -2.5713
H: -1.1718 3.3453 -1.4003
H: 2.0056 0.8121 -5.5903
H: 1.9489 -0.5931 -4.5096
H: 3.0362 0.7553 -4.1336
H: 1.8262 3.4757 -4.0356
H: 2.6165 2.6188 -2.6717
H: 1.0537 3.4810 -2.4262
H: -0.2003 1.4620 -5.8208
H: -0.2061 3.0744 -5.0540
H: -1.4604 1.8709 -4.6465
C: -1.0795 -1.9173 -4.5849
C: -1.8964 -2.1465 -5.7125
C: -1.5939 -3.1456 -6.6144
C: -0.4358 -3.9116 -6.4364
C: 0.4094 -3.6618 -5.3461
C: 0.1428 -2.6096 -4.4674
S: -1.8194 -0.7676 -3.4853
H: 1.4227 0.3440 -1.2804
H: -2.7853 -1.5418 -5.8396
H: -2.2565 -3.3092 -7.4596
H: -0.1918 -4.7187 -7.1178
H: 1.2898 -4.2925 -5.1865
H: 0.8407 -2.3221 -3.6893
N: -1.8216 -2.1926 5.5683
C: -2.1443 -2.5883 4.1726
C: -1.7306 -1.3521 3.3659
O: -1.1571 -0.4346 4.0285
O: -2.0030 -1.3791 2.1439
H: -1.4006 -1.2202 5.4561
H: -1.1673 -2.8545 5.9870
H: -2.6664 -2.2047 6.1338
H: -1.5636 -3.4624 3.8716
H: -3.2124 -2.7819 4.0730

Force components x, y, z for each atom (eV/Å):
-0.349 -2.338 2.701
-0.496 0.308 -0.392
-1.940 1.065 1.450
1.932 1.929 -1.345
0.122 0.089 0.020
-0.306 0.136 -0.116
-0.404 0.758 -0.859
-0.252 -0.421 -0.007
0.104 -0.070 0.088
0.235 0.054 0.107
-0.050 -0.172 -0.075
0.351 -0.164 -0.238
0.219 -0.013 0.452
0.274 -0.250 -0.116
0.299 -0.245 -0.478
-0.027 0.152 -0.203
-0.002 0.035 -0.155
0.424 -0.431 0.367
0.349 -0.119 0.383
0.174 0.384 0.001
0.172 0.084 -0.083
-0.165 -0.186 0.112
0.316 -0.171 -0.061
0.106 -0.250 0.324
-0.149 0.302 0.046
0.141 0.081 0.000
0.065 -0.063 -0.015
-0.090 -0.090 0.184
0.139 -0.190 0.042
-0.036 0.131 -0.179
-0.113 0.131 0.263
0.273 -0.309 -0.190
-0.436 -0.079 -0.015
0.262 0.413 -0.330
0.144 0.065 -0.249
-0.090 0.284 0.235
-0.358 -0.052 -0.046
0.289 -0.114 0.000
-0.115 0.228 -0.044
-0.138 -0.009 -0.092
0.239 0.124 0.267
-0.252 0.129 -0.170
0.104 -0.050 -0.286
-0.192 0.079 -0.213
-0.155 0.042 -0.201
0.108 0.033 0.020
-0.679 1.111 0.176
-0.429 -0.684 -0.438
0.013 0.336 -0.190
-0.331 -0.080 0.232
0.433 0.673 0.714
0.160 -0.634 -0.227
-0.367 -1.849 -2.055
0.708 0.045 0.948
-0.079 -0.138 -0.002
0.191 -0.057 0.097
-0.074 0.075 0.008
-0.260 0.371 -0.154
-0.092 -0.327 0.018
-0.211 -1.129 0.675
0.085 0.432 -0.002
0.205 0.754 -0.552
-0.389 -0.728 -0.813
0.326 0.069 0.429
-0.040 -0.096 -0.176
0.013 0.278 0.162
0.076 0.243 0.262
-0.170 0.134 0.050
0.181 -0.048 -0.064

Charges per atom according to Löwdin partitioning, unit e: atom 1 (Rh): 0.333, atom 2 (P): 0.875, atom 3 (P): 0.722, atom 4 (P): 0.632, atom 5 (H): 0.018, atom 6 (C): -0.102, atom 7 (C): -0.017, atom 8 (H): 0.054, atom 9 (C): -0.174, atom 10 (C): -0.184, atom 11 (C): -0.177, atom 12 (C): -0.217, atom 13 (C): -0.221, atom 14 (C): -0.225, atom 15 (C): -0.198, atom 16 (C): -0.231, atom 17 (C): -0.209, atom 18 (H): 0.037, atom 19 (H): 0.045, atom 20 (H): 0.059, atom 21 (H): 0.039, atom 22 (H): 0.091, atom 23 (H): 0.036, atom 24 (H): 0.037, atom 25 (H): 0.086, atom 26 (H): 0.075, atom 27 (H): 0.084, atom 28 (H): 0.067, atom 29 (H): 0.078, atom 30 (H): 0.057, atom 31 (H): 0.004, atom 32 (H): 0.089, atom 33 (H): 0.022, atom 34 (H): 0.028, atom 35 (H): 0.075, atom 36 (H): 0.039, atom 37 (H): 0.044, atom 38 (H): 0.076, atom 39 (H): 0.033, atom 40 (H): 0.063, atom 41 (H): 0.078, atom 42 (H): 0.045, atom 43 (H): 0.043, atom 44 (H): 0.067, atom 45 (H): 0.071, atom 46 (H): 0.027, atom 47 (C): -0.555, atom 48 (C): -0.089, atom 49 (C): -0.012, atom 50 (C): 0.019, atom 51 (C): -0.014, atom 52 (C): -0.102, atom 53 (S): 0.798, atom 54 (H): -0.053, atom 55 (H): 0.113, atom 56 (H): 0.136, atom 57 (H): 0.136, atom 58 (H): 0.134, atom 59 (H): 0.069, atom 60 (N): 0.168, atom 61 (C): -0.048, atom 62 (C): -0.635, atom 63 (O): -0.028, atom 64 (O): -0.070, atom 65 (H): 0.134, atom 66 (H): 0.170, atom 67 (H): 0.169, atom 68 (H): 0.141, atom 69 (H): 0.142